Entry 1:
ORCA calculation (ωB97M-V with the def2-TZVPD basis set) on a cluster of 11 separate species, C26H45Cl21IN2O3 in total in a non-equilibrium geometry.

The geometry in XYZ format:
```
98
Properties=species:S:1:pos:R:3:forces:R:3
O -4.5438 -5.7340 -0.2517 -0.29 -0.35 1.05
C -4.1924 -5.2211 -1.2468 -0.27 0.04 -0.64
I -5.5427 -5.0423 -2.8984 0.41 0.17 -0.03
C -2.7588 -4.7234 -1.4152 -0.36 0.02 -0.29
C -2.5702 -3.4900 -0.6050 -0.09 0.98 -0.04
C -3.1781 -2.2838 -0.9026 0.74 -1.25 0.65
C -2.9454 -1.2023 -0.0434 -0.91 1.39 -0.59
O -3.4410 0.0097 -0.2545 0.62 -0.71 0.71
N -2.1743 -1.3468 1.0206 0.27 -1.08 0.09
O -1.9620 -0.2886 1.8411 0.08 0.07 -0.15
N -1.5332 -2.4676 1.3342 -0.25 0.75 -0.08
C -1.7298 -3.4854 0.5545 0.08 -0.49 0.11
Cl -0.9089 -4.9066 1.0309 0.07 0.02 0.05
H -2.5350 -4.5721 -2.4631 0.11 0.20 -0.17
H -2.1600 -5.5255 -1.0171 0.33 -0.21 -0.04
H -3.8177 -2.1652 -1.7603 -0.14 0.17 -0.20
H -4.4013 0.0022 -0.4084 -0.44 0.18 -0.41
H -2.2349 -0.5888 2.7229 0.05 -0.01 0.11
Cl -5.0909 2.6201 -3.9844 -0.03 0.06 -0.19
C -4.8746 3.4826 -2.4493 -0.12 -0.06 0.01
C -4.5776 2.5088 -1.3425 0.07 0.33 0.17
Cl -5.9780 1.4604 -0.9402 -0.15 -0.10 -0.04
H -5.7696 4.0649 -2.2455 -0.05 -0.02 -0.04
H -4.0366 4.1668 -2.5723 0.05 -0.05 0.06
H -4.3144 3.0441 -0.4320 -0.06 -0.02 0.04
H -3.7628 1.8484 -1.6036 -0.18 -0.01 -0.09
Cl 3.4296 -0.4561 1.4968 -0.18 -0.21 -0.17
C 2.1318 -1.1173 2.5250 -0.12 0.02 -0.07
C 2.6702 -1.7118 3.7988 -0.02 -0.02 0.09
Cl 3.6138 -3.1903 3.4846 0.00 0.00 0.01
H 1.5929 -1.8640 1.9451 0.05 -0.02 -0.03
H 1.4555 -0.2933 2.7512 0.06 0.03 0.08
H 1.8432 -1.9909 4.4502 -0.01 -0.02 -0.02
H 3.3085 -1.0095 4.3256 0.07 0.05 -0.01
Cl 8.7916 -0.5222 -0.4846 0.00 -0.02 0.02
C 8.2610 -1.0972 1.1200 -0.08 -0.06 -0.07
C 9.3517 -1.0244 2.1491 0.01 0.05 0.19
Cl 10.6570 -2.1967 1.8393 0.08 -0.03 -0.01
H 7.8907 -2.1122 1.0040 0.04 -0.02 -0.04
H 7.4415 -0.4582 1.4317 -0.11 0.11 0.02
H 8.9421 -1.2617 3.1304 0.00 -0.02 0.00
H 9.7978 -0.0345 2.1902 0.04 -0.01 -0.05
Cl 5.0501 2.2555 2.2492 0.07 0.16 0.21
C 5.2320 3.3779 3.6308 0.08 0.19 -0.15
C 5.3137 2.6849 4.9613 0.03 -0.06 -0.01
Cl 3.7589 1.9274 5.4154 -0.03 -0.09 -0.03
H 4.3913 4.0654 3.5995 -0.04 -0.02 -0.01
H 6.1478 3.9410 3.4607 0.03 -0.02 0.02
H 5.5422 3.4181 5.7289 -0.02 -0.03 0.04
H 6.0810 1.9151 4.9777 -0.05 -0.05 -0.02
Cl 9.8854 -2.6079 5.9311 -0.08 -0.01 -0.03
C 11.5027 -1.9134 5.6612 0.07 -0.03 -0.12
C 11.5876 -0.4845 6.1265 0.10 0.04 0.12
Cl 10.5980 0.6194 5.1267 0.00 0.01 0.02
H 11.7259 -2.0005 4.6007 -0.05 0.01 -0.03
H 12.2114 -2.5227 6.2186 -0.01 0.03 0.06
H 12.6168 -0.1385 6.0557 0.01 0.01 -0.06
H 11.2542 -0.3809 7.1555 -0.08 0.01 -0.01
Cl -1.4717 2.3030 -1.6250 0.28 0.17 -0.24
C 0.0474 1.7729 -0.8799 0.06 -0.04 0.30
C 0.7181 0.6578 -1.6279 0.20 -0.04 -0.02
Cl -0.2696 -0.8453 -1.6145 0.16 0.03 -0.01
H -0.2046 1.4624 0.1316 0.08 -0.02 0.04
H 0.7183 2.6274 -0.8222 -0.01 0.03 -0.08
H 1.6645 0.4371 -1.1361 -0.03 -0.17 0.02
H 0.9099 0.8884 -2.6712 -0.11 0.07 -0.02
Cl -6.0778 -1.4125 -4.4492 0.01 -0.07 0.02
C -7.3261 -0.1554 -4.7067 -0.21 0.11 0.07
C -7.5535 0.1562 -6.1637 -0.03 -0.03 0.10
Cl -6.1342 0.9542 -6.8770 0.06 0.03 -0.15
H -7.0063 0.7304 -4.1645 0.03 -0.02 -0.02
H -8.2487 -0.5234 -4.2608 0.01 -0.08 -0.02
H -8.3929 0.8460 -6.2453 0.18 -0.05 0.01
H -7.7692 -0.7326 -6.7518 0.07 -0.05 0.03
Cl 7.0131 5.2050 6.9631 0.07 0.01 0.00
C 8.4556 4.8106 7.9404 0.09 0.05 0.13
C 9.1233 3.5242 7.5275 0.03 -0.01 -0.07
Cl 8.1275 2.0903 7.8866 -0.06 0.01 -0.03
H 8.1393 4.7755 8.9788 -0.05 -0.04 0.01
H 9.1525 5.6371 7.8174 0.01 0.00 -0.06
H 10.0528 3.4123 8.0821 0.00 0.01 0.04
H 9.3516 3.5084 6.4651 -0.04 0.00 -0.02
Cl -6.7678 -5.4102 -6.1291 -0.04 0.04 -0.02
C -8.3186 -4.6092 -5.7485 -0.03 0.01 0.11
C -9.4955 -5.3580 -6.3165 -0.08 0.00 -0.01
Cl -9.5285 -5.2862 -8.0944 0.00 -0.01 0.00
H -8.2673 -3.5963 -6.1341 0.04 0.04 -0.08
H -8.4016 -4.5644 -4.6631 -0.01 -0.04 0.01
H -10.4190 -4.9061 -5.9590 0.00 0.04 0.00
H -9.4820 -6.4038 -6.0222 0.04 -0.02 -0.03
Cl -7.6062 4.4517 -6.0244 0.02 -0.04 0.00
C -8.7806 4.5330 -7.3631 0.02 0.06 -0.06
C -10.1654 4.1456 -6.9174 -0.04 0.11 -0.04
Cl -10.2654 2.4128 -6.4997 -0.20 0.06 0.02
H -8.4228 3.8851 -8.1589 0.03 -0.05 0.03
H -8.7886 5.5596 -7.7241 -0.01 0.02 0.03
H -10.8779 4.3209 -7.7209 0.02 -0.05 -0.04
H -10.4758 4.7147 -6.0459 0.02 -0.05 0.06
```
Positions in Å, forces in eV/Å.

Computed properties:
HOMO in eV: -11.7
Frontier orbital gap in eV: 7.120
Net charge: +1

Results of the Löwdin charge analysis, in e, for atoms 1 through 5: 0.047 -0.855 0.923 -0.155 -0.164

Entry 2:
ORCA calculation (ωB97M-V with the def2-TZVPD basis set) on a structure of composition C26H45Cl3O2P2Sc in a non-equilibrium geometry.

The geometry in XYZ format:
```
79
Properties=species:S:1:pos:R:3:forces:R:3
Sc -0.3377 -0.4577 -0.3091 -2.89 -1.54 4.74
C -2.1302 1.8054 0.7107 -0.35 -1.33 -0.11
C -2.5675 0.9546 -0.3547 0.96 -0.90 0.07
C -2.4129 -0.3177 1.5748 -0.73 1.25 -1.37
C -2.1368 1.0404 1.8956 -0.40 -0.26 -0.68
C -2.6573 -0.3961 0.1505 0.65 1.34 0.56
C -1.9290 3.2660 0.5679 -0.04 0.58 0.00
H -1.6069 3.5303 -0.4488 -0.04 -0.04 0.16
H -1.1764 3.6584 1.2603 -0.16 -0.08 -0.05
H -2.8677 3.8152 0.7485 0.25 -0.08 -0.02
C -2.2221 1.6346 3.2528 0.67 0.13 0.46
H -1.7253 2.6155 3.2964 -0.14 -0.26 0.02
H -1.7480 0.9921 3.9986 -0.19 0.13 0.01
H -3.2687 1.7881 3.5433 0.10 -0.06 -0.05
C -2.9959 -1.3111 2.4892 0.31 -0.54 0.94
H -4.0693 -1.0800 2.5963 0.29 -0.17 0.10
H -2.5148 -1.3213 3.4787 -0.44 0.14 -0.34
H -2.9033 -2.3204 2.0909 -0.11 -0.12 0.05
C -3.1388 -1.5868 -0.6013 -0.32 -0.30 -0.13
H -4.1581 -1.3857 -0.9557 0.08 -0.42 -0.06
H -3.1244 -2.4884 0.0202 -0.24 0.17 -0.09
H -2.5206 -1.8112 -1.4837 -0.38 -0.06 0.30
C -3.2505 1.4507 -1.5753 -0.43 0.04 -0.64
H -4.3239 1.6587 -1.4051 0.38 -0.01 0.25
H -3.2527 0.6684 -2.3415 0.00 0.38 -0.04
H -2.8197 2.3949 -1.9482 -0.11 -0.47 -0.11
C 1.5105 0.2969 -1.3655 0.27 3.11 -1.72
C 0.4222 1.1572 -1.5528 2.95 1.19 -1.58
C -0.1208 1.5263 -2.9136 -0.08 0.12 -0.31
C -0.9781 0.4492 -3.6521 -0.44 0.37 -0.14
C -1.0327 -0.9281 -3.0485 0.68 -0.61 -1.31
C 0.0931 -1.6498 -2.8006 -0.61 -0.38 -1.51
C 1.4149 -1.2106 -3.4171 0.14 0.02 0.08
C 2.2590 -0.2694 -2.5435 0.40 -0.41 0.10
H 0.7032 1.8409 -3.5813 -0.14 -0.25 0.38
H -0.6060 0.3759 -4.6847 0.00 -0.21 0.18
H -0.7401 2.4279 -2.7801 0.19 -0.40 -0.05
H 2.6688 0.5391 -3.1688 -0.32 0.03 0.25
H 2.1083 0.2696 -0.4302 -1.05 -0.11 -0.13
H 0.0800 1.8700 -0.7649 0.44 -1.16 -0.04
H 3.1524 -0.7899 -2.1864 -0.23 -0.03 0.12
H 1.9923 -2.1112 -3.6711 -0.20 0.33 0.06
H -0.0171 -2.7316 -2.6079 -0.03 0.70 -0.04
H 1.2224 -0.6903 -4.3698 -0.21 -0.33 0.31
H -2.0054 0.8194 -3.7580 0.44 -0.08 0.03
H -1.9595 -1.4850 -3.2594 0.23 0.43 0.95
P 1.8784 2.5574 0.7123 -1.20 -0.62 0.19
C 1.5856 2.8821 2.4679 0.40 0.79 0.30
H 2.2664 3.6793 2.7916 -0.20 -0.05 0.32
H 1.7604 1.9934 3.0713 0.23 0.19 -0.34
H 0.5433 3.1741 2.6613 0.31 0.03 -0.20
C 3.6076 2.0178 0.6653 0.18 0.01 0.36
H 4.2194 2.8295 1.0599 0.36 -0.13 -0.04
H 3.9148 1.7770 -0.3538 0.05 0.13 -0.04
H 3.7157 1.1116 1.2748 0.06 0.33 -0.12
C 1.9711 4.1886 -0.0751 0.42 0.22 -0.01
H 2.0660 4.0603 -1.1667 0.01 0.10 0.38
H 2.8652 4.6926 0.3108 -0.23 0.34 -0.22
H 1.0678 4.7706 0.1315 0.18 -0.02 -0.01
P 0.9208 -2.9747 -0.1141 0.59 -0.87 0.23
C -0.1544 -4.4004 -0.5247 -0.08 0.03 -0.28
H 0.4705 -5.2432 -0.8611 -0.33 0.21 0.18
H -0.8603 -4.1275 -1.3147 0.00 -0.27 0.10
H -0.7186 -4.6818 0.3744 0.12 0.04 -0.28
C 2.4772 -3.3470 -1.0158 0.16 0.19 -0.40
H 2.4257 -3.2965 -2.1050 -0.05 0.07 0.17
H 2.7527 -4.3758 -0.7395 0.04 0.41 -0.11
H 3.2408 -2.6374 -0.6510 -0.22 -0.39 -0.15
C 1.6064 -3.6177 1.4380 -0.34 -0.01 0.64
H 2.0689 -4.5879 1.2606 -0.10 -0.04 -0.10
H 0.8410 -3.7334 2.1974 -0.08 -0.06 0.01
H 2.3555 -2.9500 1.8347 0.29 0.10 0.03
Cl 0.7980 0.5067 4.6081 -0.12 -0.69 0.57
C 1.1895 -1.0618 3.8650 -0.54 0.16 -0.86
Cl 2.5317 -1.8397 4.7094 -0.09 0.46 -0.56
Cl -0.1869 -2.2149 3.9322 0.16 0.56 0.24
C 1.4482 -0.6653 2.3281 0.39 0.03 -0.75
O 2.5977 -0.7132 1.9232 -0.47 -0.02 0.26
O 0.4255 -0.2763 1.6089 0.95 -1.09 0.92
```
Positions in Å, forces in eV/Å.

Computed properties:
HOMO (alpha / beta) in eV: -9.9 / -9.9
Frontier orbital gap (alpha / beta) in eV: 5.308 / 5.307
Net charge: +1

Results of the Löwdin charge analysis, in e, for atoms 1 through 5: 0.947 -0.220 -0.276 -0.241 -0.216

Entry 3:
ORCA calculation (ωB97M-V with the def2-TZVPD basis set) on a cluster of 9 separate species, C26H45Cl6F9N4O10 in total in a non-equilibrium geometry.

The geometry in XYZ format:
```
100
Properties=species:S:1:pos:R:3:forces:R:3
C -2.1742 -0.6612 0.3501 0.70 0.39 0.48
C -1.3132 -0.7023 1.5990 0.07 0.15 0.30
O -0.0879 -1.4657 1.3823 -0.63 -0.63 0.20
C 0.9373 -0.8751 0.8581 0.09 0.59 0.14
O 1.0002 0.2676 0.4874 0.22 0.16 -0.23
C 2.1606 -1.8109 0.8215 -0.48 -0.04 -0.36
F 2.6546 -1.8379 -0.4213 0.16 -0.04 0.13
F 3.1129 -1.3543 1.6480 0.06 -0.06 -0.07
F 1.8104 -3.0363 1.1794 0.55 -0.14 0.11
H -2.6751 -1.6157 0.2257 0.02 0.01 -0.39
H -1.5040 -0.3931 -0.4667 -0.25 -0.35 -0.31
H -2.8836 0.1617 0.4314 -0.17 -0.16 0.11
H -1.7733 -1.2456 2.4217 -0.11 0.11 -0.03
H -1.0225 0.2918 1.9439 -0.05 -0.02 -0.12
C 3.2497 2.5010 2.3755 -0.45 0.62 0.82
C 4.7293 2.2812 2.2175 0.16 0.00 0.71
O 5.1400 2.3713 0.8378 0.24 -0.67 -0.11
C 5.3429 3.5960 0.4030 0.00 -0.27 -0.28
O 5.1610 4.5988 1.0135 -0.08 0.83 0.21
C 5.8835 3.6360 -1.0468 0.23 -0.14 -0.11
F 4.9675 4.1597 -1.8802 0.14 -0.09 0.25
F 6.9771 4.4007 -1.0751 -0.15 0.17 -0.03
F 6.2339 2.4357 -1.5082 -0.21 -0.08 -0.02
H 2.5798 1.6999 2.0707 0.34 -0.22 -0.26
H 2.9326 3.4289 1.9008 0.16 -0.02 -0.13
H 3.0542 2.6898 3.4381 0.03 -0.21 -0.04
H 5.0626 1.3290 2.6311 -0.17 -0.28 -0.64
H 5.3070 3.0026 2.8003 -0.25 0.29 -0.25
C -1.7082 1.3148 -2.7463 -0.10 -0.16 -0.25
C -0.2587 0.9014 -2.9122 -0.33 0.51 1.16
O -0.0086 0.0574 -4.0402 0.25 0.23 -0.30
C -0.5636 -1.1343 -4.0716 0.33 0.12 0.11
O -1.2321 -1.6438 -3.2278 -0.31 -0.36 0.35
C -0.2042 -1.8843 -5.3697 0.08 -0.15 -0.06
F -1.3223 -2.3370 -5.9450 0.08 0.06 -0.04
F 0.4514 -1.1160 -6.2360 -0.06 -0.17 -0.06
F 0.5654 -2.9491 -5.0755 -0.12 0.23 -0.03
H -1.9843 1.9809 -3.5633 -0.17 0.21 0.21
H -1.8202 1.7725 -1.7616 0.00 0.38 -0.19
H -2.4064 0.4809 -2.7455 0.16 -0.20 -0.08
H 0.0988 0.4886 -1.9638 0.11 -0.60 -0.35
H 0.3470 1.7941 -3.0584 0.10 -0.10 -0.36
Cl 1.8311 -1.7572 4.3308 0.06 -0.13 0.07
C 0.8181 -2.1289 5.7314 0.14 0.26 -0.03
Cl -0.5273 -0.9921 5.7904 -0.13 -0.09 0.06
Cl 1.7584 -2.0782 7.2192 0.03 0.03 0.04
H 0.4418 -3.1355 5.6317 -0.13 -0.03 -0.13
Cl -0.1894 -4.2313 -0.7900 -0.15 0.04 -0.11
C 0.4384 -5.0761 -2.2101 0.45 0.21 0.28
Cl 0.2682 -6.8129 -2.0021 -0.17 0.00 -0.20
Cl 2.1458 -4.6666 -2.4501 -0.03 0.01 0.00
H -0.0889 -4.7126 -3.0802 -0.21 -0.22 -0.04
C -3.9114 2.0794 2.3693 -0.42 -0.21 -0.53
N -4.3832 1.8548 3.7187 -0.16 0.75 -0.37
C -4.7935 0.5113 4.0212 0.25 -0.44 0.28
C -4.3991 2.8556 4.6189 0.20 0.06 0.71
O -4.7228 2.7669 5.7917 -0.10 -0.17 -0.25
H -4.6117 1.6525 1.6392 0.06 -0.32 0.25
H -2.9336 1.6287 2.2162 0.05 0.10 -0.05
H -3.8792 3.1231 2.0653 0.29 0.17 0.56
H -5.5288 0.1778 3.2920 -0.01 -0.12 0.01
H -3.9157 -0.1461 3.9828 -0.09 -0.10 -0.16
H -5.1856 0.4251 5.0306 -0.11 0.32 0.00
H -4.0266 3.8162 4.2244 -0.09 -0.08 -0.28
C 6.2410 -2.3629 -0.8113 0.38 0.61 0.64
N 5.8833 -3.7171 -1.0958 0.16 0.05 0.03
C 5.7364 -4.0816 -2.4675 -0.66 -0.02 -1.39
C 5.4835 -4.5675 -0.1204 0.03 -0.01 0.01
O 4.9626 -5.6367 -0.3210 -0.17 -0.54 -0.04
H 6.4957 -2.2647 0.2468 -0.16 -0.04 0.01
H 5.4426 -1.6490 -1.0291 -0.10 -0.07 -0.09
H 7.1340 -2.0457 -1.3491 0.01 -0.15 -0.24
H 5.6014 -5.1510 -2.5944 0.20 -0.10 0.29
H 4.8588 -3.6318 -2.9593 -0.09 0.11 0.40
H 6.5619 -3.7381 -3.0959 0.32 -0.09 0.39
H 5.7012 -4.2224 0.9013 0.02 0.29 0.00
C -7.8535 -1.3020 -1.9027 -0.37 -1.22 -0.27
N -6.8288 -1.3818 -0.8884 -0.27 0.16 -0.10
C -5.4576 -1.3332 -1.3517 -0.38 0.20 0.01
C -7.1254 -1.0626 0.3943 -0.26 0.43 -0.62
O -6.3180 -0.7568 1.2387 0.37 -0.15 0.55
H -8.8456 -1.4529 -1.4744 0.06 0.50 0.23
H -7.7825 -2.1668 -2.5753 0.33 0.23 -0.10
H -7.8049 -0.3922 -2.5028 -0.01 0.11 0.14
H -5.2343 -2.2319 -1.9236 0.17 -0.06 0.05
H -5.3402 -0.4640 -2.0053 0.21 0.01 0.01
H -4.8304 -1.2287 -0.4742 0.20 -0.09 -0.11
H -8.2121 -1.0499 0.5678 -0.04 -0.10 0.15
C 1.5213 3.9989 -0.6261 0.18 -0.29 -0.36
N 0.0978 3.8748 -0.4395 -0.40 0.68 0.67
C -0.7188 4.6117 -1.3925 0.74 -1.28 -0.71
C -0.4695 3.0526 0.4695 0.17 -0.15 -0.43
O -1.6708 2.8545 0.5791 0.24 0.10 0.00
H 1.8110 3.6582 -1.6298 -0.12 0.04 0.02
H 2.0521 3.3595 0.0713 -0.02 0.09 0.15
H 1.8465 5.0373 -0.5443 0.02 -0.02 0.22
H -0.4246 5.6508 -1.5127 0.00 0.10 0.35
H -0.4458 4.0767 -2.3124 -0.63 0.57 -0.50
H -1.7716 4.4783 -1.1861 -0.07 0.09 0.13
H 0.2814 2.5044 1.0541 -0.04 0.09 0.16
```
Positions in Å, forces in eV/Å.

Computed properties:
HOMO in eV: -8.8
Frontier orbital gap in eV: 9.140
SMILES: CCOC(=O)C(F)(F)F.CCOC(=O)C(F)(F)F.CCOC(=O)C(F)(F)F.ClC(Cl)Cl.ClC(Cl)Cl.CN(C)C=O.CN(C)C=O.CN(C)C=O.CN(C)C=O

Results of the Löwdin charge analysis, in e, for atoms 1 through 5: -0.030 -0.154 0.016 -0.432 0.124